Entry 1:
13
Properties=species:S:1:pos:R:3:forces:R:3 method="wB97M-V/def2-TZVPD" gap_ev=7.32 fmax_ha_per_bohr=0.13344 e_tot_ha=-465.7466 total_charge=-1 homo_ev=-3.927 spin_multiplicity=1
O -1.503 -0.669 -0.939 -0.4 0.0 0.1
N 0.459 0.245 0.054 -5.1 1.5 -3.4
H -1.091 2.356 -0.290 1.1 3.6 3.2
N 1.000 -2.146 0.178 -1.1 1.5 -2.0
C -1.403 1.725 -0.975 -1.5 -4.3 -5.1
H -0.878 1.891 -1.993 -1.0 0.3 1.5
C 0.969 -0.898 0.633 0.7 0.5 1.4
N 1.529 -0.784 1.851 -0.2 -0.2 -0.8
N 1.938 -2.003 2.111 0.0 -1.4 -0.2
H 0.846 1.172 0.056 0.8 -0.4 0.7
H -2.546 1.612 -1.150 2.1 0.6 0.5
C -0.903 0.322 -0.631 3.1 -1.0 1.6
N 1.580 -2.823 1.094 1.5 -0.6 2.6



Entry 2:
9
Properties=species:S:1:pos:R:3:forces:R:3 method="wB97M-V/def2-TZVPD" gap_ev="6.18 / 6.18" fmax_ha_per_bohr=0.06685 e_tot_ha=-246.5170 total_charge=-1 homo_ev="-1.721 / -1.723" spin_multiplicity=1
O 2.670 0.199 0.381 -1.5 0.7 -0.2
C -1.922 0.704 0.175 -2.5 2.4 -0.1
H 0.945 1.178 -0.114 1.7 -1.1 0.5
H -2.837 1.199 0.088 -0.6 0.5 0.2
C 0.043 -0.903 -0.066 0.8 2.3 -1.2
H 0.396 -1.301 0.797 1.1 -1.2 2.5
N 1.676 0.410 -0.409 -0.5 -0.1 -0.3
H -0.014 -1.523 -0.898 0.2 -1.0 -1.4
C -0.957 0.036 0.046 1.4 -2.5 0.1



Entry 3:
9
Properties=species:S:1:pos:R:3:forces:R:3 method="wB97M-V/def2-TZVPD" gap_ev=8.77 fmax_ha_per_bohr=0.14119 e_tot_ha=-246.1647 total_charge=+1 homo_ev=-16.919 spin_multiplicity=1
H -0.405 -1.111 0.516 0.6 -1.2 -0.9
N 1.393 -0.320 -0.860 -3.5 3.9 -2.4
H -1.637 -0.206 0.925 -0.8 0.7 0.9
C 2.122 -1.125 -0.542 3.8 -4.0 1.5
C -0.520 0.665 -0.472 3.6 3.6 1.6
H -0.084 -0.147 1.633 2.8 1.5 3.7
C -0.577 -0.085 0.774 -4.7 -1.5 -5.3
H -0.787 1.748 -0.690 -1.8 -1.6 0.1
O 0.495 0.581 -1.284 0.0 -1.5 0.7



Entry 4:
9
Properties=species:S:1:pos:R:3:forces:R:3 method="wB97M-V/def2-TZVPD" gap_ev=10.69 fmax_ha_per_bohr=0.07347 e_tot_ha=-246.3500 total_charge=+1 homo_ev=-17.166 spin_multiplicity=1
C 0.353 -0.961 0.003 -0.1 1.0 -1.2
C -1.354 0.392 -0.088 1.1 2.3 0.6
C 0.772 0.404 -0.030 1.9 -0.7 -2.0
H 0.961 -1.850 -0.022 -0.4 -0.6 0.3
H 1.667 0.614 -0.656 -0.7 0.1 -0.2
N -0.362 1.181 -0.079 -1.8 1.3 -0.4
H 1.271 0.465 0.869 1.4 0.7 3.0
O -0.905 -0.915 -0.048 -1.6 -3.4 0.3
H -2.403 0.670 0.052 0.3 -0.7 -0.4



Entry 5:
9
Properties=species:S:1:pos:R:3:forces:R:3 method="wB97M-V/def2-TZVPD" gap_ev=9.11 fmax_ha_per_bohr=0.03298 e_tot_ha=-246.1902 total_charge=+1 homo_ev=-15.627 spin_multiplicity=1
N -0.600 -1.228 -0.284 0.6 0.7 -0.3
H 2.731 1.340 -1.517 0.6 -0.9 0.5
H 0.135 0.617 -1.267 0.3 0.1 -0.1
C -0.510 -0.030 -0.700 0.3 -0.8 0.3
O -1.550 0.759 3.102 -0.3 -0.3 -0.5
H 3.137 0.756 -1.198 -0.7 0.9 -0.5
C -1.468 0.347 2.062 0.7 0.5 0.9
C -1.694 -0.409 0.049 -1.7 -0.1 -0.1
H -0.180 -2.152 -0.246 0.1 -0.2 -0.1



Entry 6:
9
Properties=species:S:1:pos:R:3:forces:R:3 method="wB97M-V/def2-TZVPD" gap_ev="9.62 / 9.62" fmax_ha_per_bohr=0.05122 e_tot_ha=-246.2920 total_charge=+1 homo_ev="-16.605 / -16.605" spin_multiplicity=1
H 1.690 1.696 0.133 -0.2 -0.7 -0.5
H 2.073 -1.211 0.008 -0.2 -0.1 -0.1
O -0.025 -1.275 -0.103 0.7 0.3 0.5
H -1.936 1.403 0.044 2.0 -1.6 0.0
H -2.107 -0.971 0.059 0.6 -0.8 0.0
C -1.116 -0.511 0.033 -1.5 1.9 -0.6
N -1.065 0.755 0.030 1.5 0.4 -0.1
C 1.178 -0.589 -0.059 -0.6 -0.1 -0.3
C 1.309 0.702 -0.146 -2.4 0.7 0.9



Entry 7:
10
Properties=species:S:1:pos:R:3:forces:R:3 method="wB97M-V/def2-TZVPD" gap_ev=12.33 fmax_ha_per_bohr=0.06580 e_tot_ha=-321.6664 total_charge=+1 homo_ev=-16.835 spin_multiplicity=1
C -1.331 0.893 -0.186 0.5 -0.1 -2.6
O 1.748 -0.590 0.239 0.0 0.0 0.3
H -1.050 1.632 0.576 0.1 -0.4 -0.3
H -1.024 1.142 -1.308 -0.2 -0.4 2.5
O 3.601 0.589 -0.407 2.8 1.7 -0.8
H -0.337 -2.417 0.797 -1.6 1.9 -0.9
C 2.707 0.009 -0.056 -2.6 -1.7 0.5
H -2.396 0.772 -0.249 -1.1 0.6 0.1
C -1.010 -0.472 0.137 0.3 0.9 0.2
N -0.907 -1.558 0.457 1.9 -2.6 1.0



Entry 8:
10
Properties=species:S:1:pos:R:3:forces:R:3 method="wB97M-V/def2-TZVPD" gap_ev="7.54 / 5.00" fmax_ha_per_bohr=0.19827 s2=2.0096 e_tot_ha=-321.2956 total_charge=+1 homo_ev="-11.424 / -16.708" spin_multiplicity=3
H -0.591 2.444 -0.683 1.2 -0.7 0.8
H 0.921 1.286 -1.079 -2.2 0.6 0.7
C -0.118 1.416 -0.539 1.9 1.8 -1.1
C -2.218 0.391 -1.420 0.7 -0.7 -0.4
H 0.213 -3.593 1.527 -0.7 1.6 -0.5
C -0.156 -2.599 1.152 1.0 -2.3 0.7
N -0.455 -1.598 0.703 -0.4 0.9 -0.4
O -3.301 0.026 -1.428 -9.7 -3.0 0.8
O -1.159 0.786 -1.461 8.4 2.2 -2.2
H -0.129 0.854 0.346 -0.2 -0.3 1.5



Entry 9:
11
Properties=species:S:1:pos:R:3:forces:R:3 method="wB97M-V/def2-TZVPD" gap_ev="2.94 / 6.64" fmax_ha_per_bohr=0.08574 s2=2.0123 e_tot_ha=-719.9988 total_charge=-1 homo_ev="0.493 / -5.094" spin_multiplicity=3
H 0.475 0.499 2.079 0.5 -0.2 -0.4
H -0.544 -0.939 2.289 1.9 0.0 -0.8
N 0.065 0.886 -1.436 -0.6 -1.7 0.8
C -0.433 -0.454 -0.869 0.2 4.2 1.4
O -1.445 -0.383 -0.161 -1.2 -0.4 0.8
C 0.505 -0.591 1.904 -0.4 -1.1 2.1
S 1.078 -1.213 0.300 0.5 -0.7 -0.4
H 1.374 -1.137 2.480 -1.9 1.4 -0.5
C -0.363 1.731 -2.159 1.9 -0.6 1.2
O -0.393 2.701 -2.791 -1.3 1.9 -1.7
H -0.318 -1.100 -1.638 0.5 -2.8 -2.5



Entry 10:
11
Properties=species:S:1:pos:R:3:forces:R:3 method="wB97M-V/def2-TZVPD" gap_ev="8.15 / 7.77" fmax_ha_per_bohr=0.08083 e_tot_ha=-397.0419 total_charge=-1 homo_ev="-4.198 / -3.778" spin_multiplicity=1
N -1.230 -0.640 -0.844 3.4 -1.5 1.8
H -1.726 -0.315 -1.616 -0.9 1.4 -1.1
C -1.830 -0.629 0.403 -1.4 -0.7 -1.5
C 1.445 0.666 0.693 1.2 1.7 -3.1
O 2.121 -0.525 0.244 -0.2 0.4 -0.6
H 1.714 0.551 -1.675 -0.1 -0.6 1.1
H 2.092 1.609 0.738 -0.8 -1.5 0.6
H 0.539 0.576 1.219 -0.7 -0.4 1.3
C 1.335 0.145 -0.698 0.0 0.1 0.7
O -3.038 -0.454 0.027 -1.6 0.3 0.9
O -1.424 -0.983 1.508 1.0 0.7 0.0



Entry 11:
14
Properties=species:S:1:pos:R:3:forces:R:3 method="wB97M-V/def2-TZVPD" gap_ev=6.88 fmax_ha_per_bohr=0.07999 e_tot_ha=-888.9794 total_charge=-2 homo_ev=-0.212 smiles="C=C[C@H]([N+](=O)[O-])P(=O)([O-])[O-]" spin_multiplicity=1
H -0.053 -0.711 1.216 0.8 1.6 0.7
P -2.614 -0.306 -0.450 -1.1 0.5 0.0
N -0.553 -0.471 -2.663 0.7 1.2 -2.3
C 0.269 0.296 -0.457 -2.3 -1.7 -3.0
O -2.231 -0.808 0.904 0.4 -0.7 0.9
C 0.492 0.199 0.813 -0.4 -2.4 1.2
H 0.641 1.027 -1.091 0.9 1.6 -0.8
C -0.700 -0.629 -1.281 1.2 2.4 1.4
H 1.187 0.874 1.273 0.1 0.0 0.6
H -0.746 -1.609 -0.926 0.1 -1.7 -0.1
O -0.085 0.651 -3.078 -0.8 -1.6 0.5
O -0.854 -1.343 -3.524 0.2 0.7 1.8
O -3.449 -1.214 -1.293 -0.1 -0.4 -0.5
O -2.901 1.161 -0.517 0.3 0.6 -0.4



Entry 12:
11
Properties=species:S:1:pos:R:3:forces:R:3 method="wB97M-V/def2-TZVPD" gap_ev="5.58 / 5.59" fmax_ha_per_bohr=0.08079 e_tot_ha=-986.0043 total_charge=0 homo_ev="-7.755 / -7.763" spin_multiplicity=1
H 0.373 1.186 1.280 0.4 -0.9 0.1
O -0.756 1.013 -0.322 -0.9 1.3 -2.2
S -0.729 -2.797 -0.130 -0.2 -0.8 0.3
H 1.125 1.624 -0.147 1.2 1.8 -1.3
C 0.957 -0.531 -0.113 -2.6 0.4 2.7
C 0.492 0.902 0.221 2.5 -0.3 2.9
P -2.508 1.698 -0.056 1.2 -1.5 0.3
C -0.462 -1.187 -0.053 1.7 -0.3 -0.5
H 1.627 -1.013 0.617 -0.2 0.4 -0.5
N -1.335 -0.244 -0.187 -4.2 -0.2 -0.1
H 1.217 -0.651 -1.110 1.1 0.0 -1.8



Entry 13:
11
Properties=species:S:1:pos:R:3:forces:R:3 method="wB97M-V/def2-TZVPD" gap_ev="6.01 / 6.01" fmax_ha_per_bohr=0.07627 e_tot_ha=-1043.0254 total_charge=-1 homo_ev="-2.817 / -2.811" spin_multiplicity=1
S -2.634 -0.568 1.542 -0.5 -0.9 0.5
H 2.911 0.592 -0.035 -2.4 -2.0 0.4
H 1.559 -0.729 -0.643 0.2 -0.3 -1.3
C -1.640 -0.195 0.290 -0.9 -1.2 -1.0
S -1.516 -1.107 -1.295 0.3 1.0 0.1
H 1.748 -0.625 1.047 0.6 0.4 0.4
C 1.931 -0.093 0.115 0.2 2.9 0.6
C 0.003 1.527 -0.069 3.0 -2.5 0.0
N -1.001 0.889 0.208 -0.8 1.3 0.8
O 0.437 2.541 -0.425 0.8 2.7 -0.8
H -1.798 -2.231 -0.735 -0.5 -1.5 0.5



Entry 14:
11
Properties=species:S:1:pos:R:3:forces:R:3 method="wB97M-V/def2-TZVPD" gap_ev=8.40 fmax_ha_per_bohr=0.08512 e_tot_ha=-1042.7680 total_charge=+1 homo_ev=-14.628 spin_multiplicity=1
H 0.179 0.279 -1.257 -0.4 -0.7 -2.8
C -0.033 0.347 -0.257 2.8 -0.5 3.3
H 2.112 0.476 -0.051 0.1 -0.5 -1.2
S -2.858 0.385 -0.194 -0.3 -0.9 0.0
S -0.686 -1.502 0.348 -0.4 1.4 -0.8
N 1.226 0.787 0.281 -1.8 -0.1 1.0
H -2.904 -2.127 0.153 -0.8 0.4 0.1
C -2.340 -1.201 0.128 2.2 0.9 -0.3
O -1.163 2.326 0.474 0.0 1.7 0.4
C -1.176 1.254 0.045 -0.8 -1.8 0.1
H 1.348 0.846 1.284 -0.7 0.3 0.1



Entry 15:
11
Properties=species:S:1:pos:R:3:forces:R:3 method="wB97M-V/def2-TZVPD" gap_ev="5.55 / 6.45" fmax_ha_per_bohr=0.03819 s2=3.7664 e_tot_ha=-1850.5494 total_charge=-1 homo_ev="-1.811 / -2.749" spin_multiplicity=4
O 1.401 0.004 0.724 0.3 0.4 -0.1
H 1.008 1.694 1.798 0.0 -0.2 -0.1
Ni 1.251 -3.408 1.225 -0.4 -0.2 0.8
O 2.126 -1.975 0.168 -0.8 1.6 -0.3
H -0.299 1.175 0.698 0.1 -0.1 0.2
O -0.344 -3.516 0.184 -1.7 0.6 -0.7
H -1.592 -2.259 1.073 0.1 0.0 0.2
C 1.161 -1.322 0.677 1.7 -0.7 0.2
C -1.060 -2.444 0.088 1.1 -1.3 0.1
C 0.468 0.825 1.404 -0.4 -0.2 -0.1
H -0.004 0.275 2.230 0.1 0.1 -0.2



Entry 16:
8
Properties=species:S:1:pos:R:3:forces:R:3 method="wB97M-V/def2-TZVPD" gap_ev="8.15 / 8.15" fmax_ha_per_bohr=0.05390 e_tot_ha=-191.6797 total_charge=0 homo_ev="-8.447 / -8.448" spin_multiplicity=1
H -0.887 -1.198 -0.698 0.2 0.2 0.0
H 2.408 0.711 -0.017 0.2 -0.3 0.0
H -1.343 1.199 -0.785 0.2 -0.1 0.0
C -1.054 0.869 0.228 1.5 0.1 0.0
O 0.885 -0.531 0.094 1.1 -0.2 0.1
C 1.314 0.681 -0.039 -2.8 0.2 0.0
H -0.789 -1.137 1.067 0.2 0.1 -0.1
C -0.533 -0.594 0.149 -0.6 0.0 0.0



Entry 17:
8
Properties=species:S:1:pos:R:3:forces:R:3 method="wB97M-V/def2-TZVPD" gap_ev=11.31 fmax_ha_per_bohr=0.07548 e_tot_ha=-191.8863 total_charge=0 homo_ev=-10.143 spin_multiplicity=1
H 2.207 -0.666 0.418 -0.8 -0.2 -0.2
O -2.704 -0.273 0.517 -0.1 -0.2 0.2
C 0.540 0.551 -0.119 -0.8 -2.0 -1.1
H 1.066 1.503 -0.095 -0.3 -0.1 0.3
C 1.149 -0.635 0.093 1.4 3.6 0.4
C -2.374 0.557 -0.165 -0.9 0.2 -0.1
H 0.648 -1.507 -0.110 -1.0 -2.1 -0.2
H -0.533 0.469 -0.539 2.5 0.7 0.7



Entry 18:
8
Properties=species:S:1:pos:R:3:forces:R:3 method="wB97M-V/def2-TZVPD" gap_ev=10.09 fmax_ha_per_bohr=0.15575 e_tot_ha=-191.8481 total_charge=0 homo_ev=-9.501 smiles="O=C1CC1" spin_multiplicity=1
H 0.033 -1.107 0.991 0.7 -0.8 0.4
C -1.455 -0.023 0.009 -7.5 -2.7 -0.9
H 0.269 -1.250 -0.915 -0.4 -0.1 0.9
H 0.122 1.214 0.796 0.6 1.4 1.9
H -0.123 1.196 -0.902 0.5 1.3 -2.3
O -2.759 -0.118 -0.091 7.1 0.7 0.7
C -0.286 0.728 -0.009 0.5 0.3 0.4
C -0.132 -0.772 -0.004 -1.5 -0.1 -1.1



Entry 19:
8
Properties=species:S:1:pos:R:3:forces:R:3 method="wB97M-V/def2-TZVPD" gap_ev="10.39 / 6.97" fmax_ha_per_bohr=0.08680 e_tot_ha=-191.7029 total_charge=0 homo_ev="-10.207 / -7.364" spin_multiplicity=1
H -0.674 -1.633 2.466 0.4 0.2 -0.7
C -0.131 -0.250 0.779 1.6 2.6 -3.2
C -0.339 -1.092 1.586 -1.3 -2.1 3.0
O -0.497 1.362 -0.997 -2.7 1.5 -2.0
H 1.423 0.848 -0.469 -2.0 -0.3 0.6
H -1.498 1.211 -1.242 3.1 -0.5 1.5
C 0.316 0.632 -0.255 1.1 -1.5 0.6
H 1.401 -1.079 -1.867 -0.2 0.2 0.2



Entry 20:
9
Properties=species:S:1:pos:R:3:forces:R:3 method="wB97M-V/def2-TZVPD" gap_ev=10.98 fmax_ha_per_bohr=0.04708 e_tot_ha=-267.1339 total_charge=0 homo_ev=-10.145 smiles="C[C@H]1OC1=O" spin_multiplicity=1
C 0.160 -0.226 -0.478 -0.8 -1.3 0.6
H 1.152 1.070 0.562 -0.9 1.5 -0.5
H -0.547 1.166 1.003 -0.3 0.0 -0.3
C -0.547 -1.353 0.139 -0.5 0.5 -2.3
O 0.678 -1.320 0.570 0.4 0.3 0.1
H -0.109 1.884 -0.606 0.3 0.3 0.1
H 0.651 -0.337 -1.441 -0.1 -0.1 0.2
O -1.538 -2.003 0.123 0.0 -0.4 0.9
C 0.100 1.119 0.130 2.0 -0.8 1.2